# 1
DFT (ωB97M-V with the def2-TZVPD basis set) results for a structure of composition C14H13ClIrN2O3.

For the HOMO-LUMO gap (spin up / spin down), the calculation gives 2.834 / 3.585 eV. The calculated total energy comes out at -1440.1702 hartree. As for the energy relative to the best compared isomer or geometry (same formula, charge and spin): 9.6 kcal/mol. The spin multiplicity is 6. As for the net charge: +2. The calculation puts the HOMO energy (spin up / spin down) at -11.2 / -16.1 eV.

Cartesian coordinates (Å):
Cl (-3.71978, 0.10859, 3.14256)
C (-1.93888, -2.48418, 0.17432)
C (-1.40948, -1.70910, -0.92560)
C (-2.38960, -0.70042, -1.26667)
H (-0.47902, -1.89656, -1.44801)
C (-3.50339, -0.82804, -0.34577)
C (-3.20366, -1.93302, 0.51950)
H (-3.83443, -2.21177, 1.35799)
H (-1.43853, -3.31640, 0.66966)
H (-2.30893, 0.05600, -2.04206)
C (-4.73071, 0.02141, -0.34833)
Ir (-1.52855, -0.27211, 0.66961)
C (-1.62574, 1.60553, 0.87686)
O (-1.70437, 2.75355, 1.06357)
C (-0.45759, -0.44079, 2.22673)
O (0.23672, -0.47389, 3.15470)
H (-4.47879, 1.01148, -0.74443)
H (-5.08903, 0.11524, 0.68418)
H (-5.49689, -0.43312, -0.99155)
N (5.53992, 1.93125, -0.72445)
C (5.00635, 0.67480, -0.74434)
O (5.70163, -0.32179, -0.95800)
C (3.53046, 0.56360, -0.52488)
C (2.67937, 1.67256, -0.42052)
C (1.31938, 1.46927, -0.16346)
N (0.82088, 0.24394, 0.00361)
C (1.60284, -0.83087, -0.14090)
C (2.95753, -0.71114, -0.42244)
H (6.54334, 2.00011, -0.79406)
H (5.03709, 2.74024, -0.39052)
H (3.01882, 2.70293, -0.51837)
H (0.64471, 2.32809, -0.07284)
H (1.15460, -1.82008, -0.02166)
H (3.54374, -1.61527, -0.53442)

Löwdin atomic charge list, values in e, 5 entries:
1 Cl 0.30
2 C -0.16
3 C -0.21
4 C -0.17
5 H 0.11

---

# 2
DFT (ωB97M-V with the def2-TZVPD basis set) results for a structure of composition C17H31F5P2V.

For the HOMO-LUMO gap (spin up / spin down), the calculation gives 8.033 / 7.606 eV. The calculated total energy comes out at -2792.2070 hartree. As for the energy relative to the best compared isomer or geometry (same formula, charge and spin): 0.0 kcal/mol. The spin multiplicity is 4. As for the net charge: 0. The calculation puts the HOMO energy (spin up / spin down) at -7.9 / -8.1 eV.

Cartesian coordinates (Å):
P (0.15141, -1.34176, -6.25754)
P (0.04522, 1.72153, -6.15474)
C (-0.21809, -0.45984, -7.89591)
C (0.30372, 0.94894, -7.86682)
H (-1.30017, -0.51076, -8.07933)
H (0.28247, -1.02398, -8.69049)
H (1.37182, 1.01464, -8.11725)
H (-0.24538, 1.56331, -8.58826)
C (-1.51773, 2.54773, -6.68468)
H (-1.78064, 3.30581, -5.93406)
H (-2.31728, 1.79840, -6.77565)
H (-1.36778, 3.03718, -7.66408)
C (1.13335, 3.14374, -6.57877)
H (0.83941, 3.58492, -7.54777)
H (2.16850, 2.78085, -6.64594)
H (1.03809, 3.89434, -5.78498)
C (-0.94700, -2.74994, -6.70184)
H (-0.78127, -3.54879, -5.96921)
H (-0.71869, -3.12009, -7.71679)
H (-1.98794, -2.40132, -6.66594)
C (1.67939, -2.11219, -6.94995)
H (2.46494, -1.34873, -7.04868)
H (1.46580, -2.54000, -7.94682)
H (2.00070, -2.91425, -6.27136)
V (-0.03213, 0.03340, -0.36734)
C (0.66846, 1.68773, -1.66461)
C (-0.72545, 1.62216, -1.78020)
C (-1.48015, 0.76207, -2.73357)
C (-1.87944, -0.69978, -2.30036)
C (-0.85918, -1.56266, -1.64609)
C (0.51904, -1.49899, -1.86744)
C (1.19703, -0.61144, -2.85161)
C (1.63775, 0.83873, -2.41656)
C (0.19178, -1.49124, 1.11284)
H (1.11005, 2.45123, -1.00933)
H (-1.32693, 2.32429, -1.18931)
H (-1.02735, 0.72111, -3.74182)
H (-2.45870, 1.26191, -2.86476)
H (-2.75332, -0.62230, -1.62707)
H (-2.27475, -1.16486, -3.22675)
H (-1.24665, -2.31242, -0.93765)
H (1.16833, -2.17868, -1.30002)
H (0.64379, -0.52927, -3.81017)
H (2.15542, -1.10522, -3.10133)
H (2.56188, 0.74442, -1.81410)
H (1.95909, 1.32996, -3.35621)
H (0.94276, -1.24437, 1.87755)
H (0.44242, -2.46436, 0.66650)
H (-0.78181, -1.58566, 1.62012)
F (-2.02434, 1.29963, 1.51727)
C (-0.63376, 1.39159, 1.38281)
F (-0.40681, 2.75006, 0.97759)
C (-0.05918, 1.33851, 2.81184)
F (-0.52825, 0.25496, 3.47360)
F (1.29983, 1.29923, 2.78466)
F (-0.41740, 2.42884, 3.52767)

Löwdin atomic charge list, values in e, 5 entries:
1 P 0.84
2 P 0.83
3 C -0.45
4 C -0.45
5 H 0.08

---

# 3
DFT (ωB97M-V with the def2-TZVPD basis set) results for a cluster of 14 separate species, C18H46Br8N10O20 in total.

For the HOMO-LUMO gap, the calculation gives 9.752 eV. The calculated total energy comes out at -23356.9397 hartree. As for the net charge: 0. The calculation puts the HOMO energy at -10.0 eV.

Cartesian coordinates (Å):
Br (4.23607, -2.89492, -2.56233)
C (3.52101, -4.07205, -1.09469)
C (4.21580, -3.81497, 0.26094)
Br (3.36885, -4.87293, 1.63808)
H (3.70342, -5.07853, -1.52610)
H (2.46287, -3.89689, -0.95374)
H (4.02185, -2.82192, 0.58286)
H (5.29481, -4.08673, 0.20997)
Br (0.81140, 1.51483, 8.27616)
C (1.83455, 2.04589, 6.64852)
C (3.24889, 2.46013, 7.03461)
Br (4.38792, 2.49530, 5.39312)
H (1.29680, 3.01442, 6.30233)
H (1.87992, 1.29288, 5.83602)
H (3.78087, 1.68260, 7.50831)
H (3.48658, 3.40929, 7.45715)
Br (-0.49116, -5.85975, -1.01478)
C (-0.69194, -4.47394, -2.49024)
C (0.34103, -4.69962, -3.50821)
Br (0.11646, -3.44488, -4.97888)
H (-0.74122, -3.49001, -1.95910)
H (-1.67051, -4.81633, -2.84407)
H (0.28805, -5.64409, -4.00232)
H (1.35828, -4.44826, -3.16039)
Br (3.25563, 0.93414, -2.67190)
C (2.41886, 2.71522, -2.67394)
C (3.29247, 3.63538, -3.49456)
Br (5.02285, 4.01772, -2.70643)
H (2.21632, 3.05686, -1.65916)
H (1.53900, 2.64873, -3.29261)
H (2.75019, 4.56201, -3.44239)
H (3.45814, 3.23713, -4.49791)
C (-3.97040, -3.67218, -0.12973)
N (-3.14383, -2.65377, 0.64987)
O (-2.64320, -1.72147, 0.03032)
O (-2.88830, -2.88457, 1.82641)
H (-3.34138, -4.39324, -0.64708)
H (-4.42795, -3.07400, -0.87904)
H (-4.70812, -4.16673, 0.46829)
C (-3.81814, -2.48508, -6.03680)
N (-3.39165, -3.04773, -4.71052)
O (-2.79168, -2.33118, -3.94129)
O (-3.53396, -4.23355, -4.56776)
H (-2.87797, -2.66006, -6.67799)
H (-4.21097, -1.49189, -6.02486)
H (-4.56016, -3.22774, -6.37353)
C (-2.42271, 3.52898, 0.21767)
N (-2.26859, 3.36514, 1.68260)
O (-2.03427, 2.25067, 2.04581)
O (-2.24145, 4.37621, 2.35469)
H (-2.47298, 2.54405, -0.19139)
H (-1.51784, 3.99414, -0.15309)
H (-3.24547, 4.14038, -0.10534)
C (-1.93375, 2.59071, 5.63313)
N (-1.67586, 3.95967, 6.07711)
O (-2.57424, 4.68716, 6.47053)
O (-0.55268, 4.33927, 5.97704)
H (-1.17486, 1.91081, 6.00685)
H (-1.86155, 2.59790, 4.53406)
H (-2.93492, 2.38410, 5.93428)
C (-0.49197, -1.26912, 4.15621)
N (0.41709, -0.03283, 4.07494)
O (1.57781, -0.14390, 4.43414)
O (-0.11426, 1.01770, 3.77317)
H (0.08926, -2.12925, 4.31780)
H (-1.22800, -1.30460, 3.32745)
H (-1.07632, -1.07131, 5.06138)
C (-5.01493, 0.45260, -2.10029)
N (-5.96622, -0.64274, -2.61646)
O (-6.02301, -0.61743, -3.81610)
O (-6.41155, -1.43788, -1.82811)
H (-5.38393, 0.66427, -1.12037)
H (-5.26316, 1.31268, -2.74751)
H (-4.03344, 0.04015, -2.15453)
C (0.98129, 3.67942, 2.68889)
N (1.30686, 3.81893, 1.27408)
O (2.43716, 3.56722, 0.99027)
O (0.46567, 4.19959, 0.47136)
H (0.36299, 4.53558, 2.96266)
H (1.82274, 3.55474, 3.35433)
H (0.32019, 2.84250, 2.73869)
C (1.98283, -0.38196, -5.97186)
N (1.09519, 0.65168, -5.40210)
O (1.56592, 1.75951, -5.45143)
O (0.05030, 0.30694, -4.98386)
H (1.68655, -0.33732, -7.02665)
H (1.60983, -1.32089, -5.55117)
H (2.99432, -0.11058, -5.71345)
C (0.42178, -0.78666, -1.51119)
N (-0.35918, 0.46584, -1.22567)
O (-1.46881, 0.41813, -1.64475)
O (0.02013, 1.43862, -0.52468)
H (1.44945, -0.66050, -1.14653)
H (0.53245, -0.81105, -2.58517)
H (-0.14853, -1.54447, -1.02017)
C (3.62264, 0.79681, 1.29558)
N (3.50083, -0.67342, 1.69381)
O (2.48151, -1.24858, 1.49055)
O (4.46820, -1.18259, 2.21727)
H (4.58309, 0.92787, 0.81675)
H (3.59539, 1.30852, 2.24114)
H (2.74664, 1.01507, 0.67708)

Löwdin atomic charge list, values in e, 5 entries:
1 Br 0.55
2 C -0.64
3 C -0.69
4 Br 0.65
5 H 0.06

---

# 4
DFT (ωB97M-V with the def2-TZVPD basis set) results for a cluster of 2 separate species, C2H8NO in total.

For the HOMO-LUMO gap, the calculation gives 11.331 eV. The calculated total energy comes out at -210.6902 hartree. As for the energy relative to the best compared isomer or geometry (same formula, charge and spin): 39.5 kcal/mol. As for the net charge: +1. The calculation puts the HOMO energy at -16.8 eV.

Cartesian coordinates (Å):
C (-1.36475, 1.01528, 0.03679)
C (1.07410, 0.95594, 0.11692)
N (-0.10652, 0.28232, 0.07841)
H (-1.95064, 1.00627, 1.02351)
H (-2.05033, 0.53570, -0.66201)
H (-1.08007, 2.03236, -0.23325)
H (1.20867, 2.07760, 0.41976)
H (1.97496, 0.51573, 0.23309)
H (-0.09859, -0.80057, -0.03783)
H (0.63786, -2.96129, 0.40166)
H (1.18102, -2.34605, -1.02804)
O (0.57429, -2.31329, -0.34901)

Löwdin atomic charge list, values in e, 5 entries:
1 C -0.04
2 C 0.21
3 N -0.01
4 H 0.14
5 H 0.10

---

# 5
DFT (ωB97M-V with the def2-TZVPD basis set) results for the molecule C6H11ClS.

For the HOMO-LUMO gap, the calculation gives 9.576 eV. The calculated total energy comes out at -1093.5598 hartree. As for the energy relative to the best compared isomer or geometry (same formula, charge and spin): 10.0 kcal/mol. As for the net charge: 0. The calculation puts the HOMO energy at -8.8 eV.

Cartesian coordinates (Å):
C (1.12967, -0.43264, -1.31896)
C (0.69687, -0.36148, 0.11202)
C (1.65334, 0.37833, 1.06814)
Cl (3.23327, -0.38476, 0.97194)
C (-0.82058, 0.13501, 0.21112)
C (-1.82556, -0.98442, 0.45724)
C (-1.28095, 1.32118, -0.53178)
S (-1.19937, 1.72262, 1.26315)
H (0.48726, -1.10882, -1.94351)
H (1.05576, 0.61521, -1.74709)
H (2.21421, -0.64524, -1.35125)
H (0.55091, -1.33315, 0.47959)
H (1.74774, 1.48865, 0.78844)
H (1.35645, 0.24729, 2.10920)
H (-1.93191, -1.62984, -0.51491)
H (-1.45940, -1.72401, 1.22775)
H (-2.74656, -0.50440, 0.75895)
H (-0.54909, 1.79672, -1.18962)
H (-2.31206, 1.40374, -0.85042)

Löwdin atomic charge list, values in e, 5 entries:
1 C -0.09
2 C -0.45
3 C -0.60
4 Cl 0.59
5 C -0.64

---

# 6
DFT (ωB97M-V with the def2-TZVPD basis set) results for a cluster of 2 separate species, CHCl3S in total.

For the HOMO-LUMO gap, the calculation gives 6.810 eV. The calculated total energy comes out at -1817.3739 hartree. As for the energy relative to the best compared isomer or geometry (same formula, charge and spin): 43.5 kcal/mol. As for the net charge: 0. The calculation puts the HOMO energy at -8.7 eV.

Cartesian coordinates (Å):
C (-0.86917, -0.06857, 0.10863)
S (1.57766, -0.22789, -1.11511)
Cl (-0.43050, -0.42903, 1.69504)
Cl (-1.84393, -1.17007, -0.72030)
Cl (2.54983, 0.92349, 0.17790)
H (-0.98389, 0.97207, -0.14616)

Löwdin atomic charge list, values in e, 5 entries:
1 C -1.19
2 S 0.02
3 Cl 0.61
4 Cl 0.61
5 Cl -0.06

---

Among the records above, which one has the highest calculated total energy?
C2H8NO

---

Please write out number 5 again, unchanged.
DFT (ωB97M-V with the def2-TZVPD basis set) results for the molecule C6H11ClS.

For the HOMO-LUMO gap, the calculation gives 9.576 eV. The calculated total energy comes out at -1093.5598 hartree. As for the energy relative to the best compared isomer or geometry (same formula, charge and spin): 10.0 kcal/mol. As for the net charge: 0. The calculation puts the HOMO energy at -8.8 eV.

Cartesian coordinates (Å):
C (1.12967, -0.43264, -1.31896)
C (0.69687, -0.36148, 0.11202)
C (1.65334, 0.37833, 1.06814)
Cl (3.23327, -0.38476, 0.97194)
C (-0.82058, 0.13501, 0.21112)
C (-1.82556, -0.98442, 0.45724)
C (-1.28095, 1.32118, -0.53178)
S (-1.19937, 1.72262, 1.26315)
H (0.48726, -1.10882, -1.94351)
H (1.05576, 0.61521, -1.74709)
H (2.21421, -0.64524, -1.35125)
H (0.55091, -1.33315, 0.47959)
H (1.74774, 1.48865, 0.78844)
H (1.35645, 0.24729, 2.10920)
H (-1.93191, -1.62984, -0.51491)
H (-1.45940, -1.72401, 1.22775)
H (-2.74656, -0.50440, 0.75895)
H (-0.54909, 1.79672, -1.18962)
H (-2.31206, 1.40374, -0.85042)

Löwdin atomic charge list, values in e, 5 entries:
1 C -0.09
2 C -0.45
3 C -0.60
4 Cl 0.59
5 C -0.64

---

What is the net charge in the second record?
0